# 1
25
Properties=species:S:1:pos:R:3:forces:R:3:nbo_charge:R:1 method="wB97M-V/def2-TZVPD" total_charge=-1 de_lowest_kj_mol=235.7
C 0.6373 -2.7352 -2.2939 2.220 -1.521 -1.688 -0.507
C 1.0471 -1.2576 -2.3818 0.430 0.815 3.715 -0.620
C -0.7494 -2.6692 -1.7755 -1.574 0.688 -2.281 0.743
O -0.7745 -2.9433 -0.5829 -1.389 -0.336 2.295 -0.785
O -1.6545 -2.2489 -2.5831 0.756 -0.637 1.292 -0.815
H 0.6779 -3.0481 -3.4237 -0.020 -0.162 2.082 0.181
H 1.1640 -3.5138 -1.5415 -0.446 2.146 -2.027 0.205
H 0.7462 -0.6786 -1.4256 -0.070 -1.087 -1.036 0.195
H 0.4241 -0.8259 -3.1183 -0.104 0.614 -1.146 0.225
H 2.0989 -0.9619 -2.3417 0.202 -0.462 -1.079 0.185
C -1.5821 3.0699 0.9656 1.999 0.085 0.319 -0.629
C -1.2981 0.7490 1.6096 1.542 -1.851 -0.003 -0.212
C -0.6425 1.9968 1.5327 -0.339 -0.898 -0.333 -0.032
C -0.4183 -0.4223 1.5081 0.933 4.882 1.228 -0.162
C 0.7763 2.1192 1.7419 -1.797 3.350 -0.337 -0.242
C 0.9967 -0.1383 1.5788 -1.568 -3.300 -1.090 -0.236
C 1.6139 1.0491 1.8133 1.461 0.364 0.550 -0.219
H -2.4454 0.7260 1.6839 2.018 -0.285 -0.455 0.212
H -0.7376 -1.4098 1.4703 -0.627 -1.545 -0.520 0.252
H -2.5773 2.7883 1.2021 -0.981 -0.115 0.289 0.208
H -1.5103 3.0147 -0.1630 0.164 0.751 1.290 0.229
H 1.1697 3.1826 1.7643 -0.397 -1.315 -0.008 0.195
H 1.6250 -0.9527 1.2321 0.043 -0.406 0.683 0.215
H 2.7525 1.1026 2.0294 -2.193 0.070 -0.672 0.213
H -1.3396 4.0073 1.4988 -0.263 0.154 -1.067 0.202

---

# 2
16
Properties=species:S:1:pos:R:3:forces:R:3:nbo_charge:R:1 method="wB97M-V/def2-TZVPD" total_charge=-1 de_lowest_kj_mol=65.1 multiplicity=2 s_squared=0.750
C 0.3619 -0.8563 -2.3629 -0.630 0.100 1.389 -0.655
C -0.1482 -0.1163 -1.1328 1.197 0.658 0.028 0.081
C 0.7294 0.4068 -0.2504 -1.313 -0.732 -0.439 -0.358
N 0.2475 1.2035 0.8073 0.752 0.729 1.403 -1.108
N -1.5123 0.2074 -1.0268 -0.411 -0.233 -0.467 -0.846
H 0.3834 -1.9309 -2.1604 -0.105 -0.078 -0.348 0.200
H -0.3108 -0.6173 -3.1770 0.088 -0.140 -0.490 0.197
H 1.3666 -0.5014 -2.5562 0.121 -0.074 -0.307 0.221
H 1.6800 -0.1017 -0.1918 0.424 0.658 -0.030 0.179
H -0.0417 2.1630 0.6011 -0.512 -0.393 -0.912 0.340
H 0.9958 1.4663 1.4603 0.170 -0.713 0.150 0.257
H -2.1022 -0.3360 -1.6455 0.095 -0.013 0.086 0.346
H -1.8440 0.1332 -0.0688 0.145 0.209 0.003 0.380
H 0.0156 -0.1140 4.6363 0.038 0.090 0.055 0.384
H 0.1093 -0.2313 3.1312 -0.002 -0.052 -0.064 0.461
O 0.0696 -0.7751 3.9364 -0.056 -0.017 -0.057 -1.078

---

# 3
11
Properties=species:S:1:pos:R:3:forces:R:3:nbo_charge:R:1 method="wB97M-V/def2-TZVPD" smiles="O=C[C@H]1C[NH2+]1" total_charge=+1 de_lowest_kj_mol=240.0
C -1.2123 -0.8598 0.0296 -4.878 8.637 -2.441 0.352
C 0.7877 0.1364 -0.7588 2.145 -0.293 0.991 -0.163
C 0.1908 -0.5736 0.4191 0.628 -2.516 1.094 -0.171
N 0.5231 0.8853 0.4533 -1.174 0.035 1.340 -0.507
O -1.8759 0.2667 -0.4828 3.925 -7.026 3.132 -0.531
H -1.8218 -1.7394 0.1323 0.336 -0.675 0.082 0.239
H 1.8154 0.1232 -0.9817 1.131 -0.547 -0.325 0.255
H 0.1267 0.3777 -1.5385 -0.733 0.211 -0.814 0.275
H 0.6490 -1.3592 1.2114 -0.458 2.348 -2.223 0.312
H 1.1250 1.3184 1.1727 0.429 -0.825 -0.792 0.475
H -0.3076 1.4244 0.3433 -1.350 0.650 -0.043 0.464

---

# 4
23
Properties=species:S:1:pos:R:3:forces:R:3:mulliken_charge:R:1 method="wB97M-V/def2-TZVPD" total_charge=+1 de_lowest_kj_mol=57.3
C -2.7448 0.1600 -1.8949 -0.436 0.422 -0.425 -0.691
O -1.5185 -0.2555 -1.3244 -1.815 2.234 -1.648 -0.426
C -0.3187 0.0084 -2.1185 1.163 0.404 -0.624 -0.235
C 0.8455 -0.5175 -1.3181 1.263 0.690 -1.538 -0.988
O 1.5034 0.5850 -0.6796 -0.172 0.405 -0.120 -0.383
C 2.3128 0.2312 0.4030 0.342 -0.130 0.236 -0.625
C 1.5916 0.4199 1.7182 0.823 0.570 0.373 -0.507
O 0.5855 -0.5650 1.8870 -0.288 -0.335 -0.353 -0.356
C -0.4381 -0.1717 2.7776 -0.110 0.123 0.378 -0.755
H -3.5499 -0.1595 -1.2257 0.097 0.109 -0.160 0.275
H -2.7589 1.2547 -1.9950 -0.045 -0.291 0.014 0.278
H -2.8797 -0.2998 -2.8852 0.017 0.133 0.246 0.298
H -0.2725 1.0950 -2.2950 -0.035 -0.264 0.082 0.383
H -0.4362 -0.5111 -3.0816 -0.065 0.096 0.216 0.357
H 1.5695 -1.0221 -1.9762 -0.141 0.166 -0.172 0.482
H 3.2059 0.8802 0.4172 -0.349 -0.172 -0.074 0.353
H 2.6741 -0.8106 0.3092 -0.083 0.280 0.059 0.304
H 1.1397 1.4266 1.7547 0.116 -0.315 -0.076 0.374
H 2.3167 0.3282 2.5449 -0.239 0.069 -0.127 0.365
H -1.1183 -1.0223 2.9008 0.086 0.068 0.132 0.276
H -0.0036 0.0774 3.7583 -0.343 0.017 -0.252 0.311
H -1.0048 0.6764 2.3618 0.183 -0.032 0.270 0.362
Ba -0.7006 -1.8080 -0.0385 0.030 -4.247 3.562 1.547

---

# 5
105
Properties=species:S:1:pos:R:3:forces:R:3:mulliken_charge:R:1 method="wB97M-V/def2-TZVPD" e_tot_ha=-3185.22256
C 4.0107 -3.4879 0.5341 0.972 -0.144 -0.350 -0.957
C 4.8739 -2.4778 -0.3758 -1.000 0.137 0.786 -0.307
C 3.9777 -1.7047 -1.4263 -0.212 0.935 -0.362 -0.635
C 4.0183 -0.1142 -1.2430 0.503 -0.836 -0.209 -0.751
C 3.3328 0.2881 0.1219 0.551 0.624 0.064 0.681
C 1.9073 0.9736 -0.0244 -0.015 -0.280 0.459 -1.482
C 0.7010 -0.0020 0.1702 -0.272 -0.376 -0.287 0.317
C 0.4631 -0.7147 1.3325 0.119 1.077 -2.530 0.314
N 1.4283 -0.5458 2.4082 -2.617 0.632 1.030 -0.326
C 0.8768 -0.4259 3.5300 0.839 -2.803 -0.930 0.560
O 0.4597 -0.6756 4.5858 0.212 1.392 -0.130 -0.415
C -0.7644 -1.6532 1.3734 -0.586 -0.677 -0.387 0.385
O -1.0498 -2.3701 2.3210 0.710 1.015 -0.437 -0.616
C -1.7268 -1.7802 0.1368 -0.291 0.148 -1.472 0.396
C -2.9881 -2.7212 0.2332 0.503 0.564 -0.401 -0.348
C -2.6251 -4.2305 0.4995 -1.054 1.095 1.723 -0.110
O -2.9710 -4.7163 1.5396 0.628 -0.242 -1.324 -0.448
I -1.5613 -5.3559 -1.0345 -0.301 0.544 0.487 0.028
C -1.5078 -1.0963 -1.0301 1.501 -0.195 1.684 0.266
N -2.3209 -1.1835 -2.2298 -0.519 1.583 1.373 -0.602
C -3.3321 -0.4776 -2.1279 -1.207 -0.240 0.739 0.382
S -4.7198 0.2537 -1.7716 2.154 -0.926 -0.918 -0.232
C -0.2655 -0.1397 -1.0689 -0.367 -0.161 -0.256 0.629
O -0.0960 0.5097 -2.0786 0.141 -0.412 1.057 -0.584
H 3.8062 -3.0646 1.5564 0.184 -0.331 -1.021 0.206
H 4.6501 -4.4133 0.6625 -1.052 0.844 0.071 0.332
H 3.0286 -3.7611 0.0642 0.970 0.143 0.346 0.207
H 5.6987 -3.0383 -0.8962 -0.819 0.631 0.568 0.447
H 5.3151 -1.7388 0.3628 -0.163 -0.747 -1.153 0.141
H 2.8925 -1.9959 -1.3333 1.001 -0.004 -0.064 0.171
H 4.2862 -1.9366 -2.4862 -0.264 0.096 1.075 0.404
H 3.5684 0.4009 -2.1460 0.192 -0.571 1.059 0.425
H 5.1168 0.1596 -1.2628 -1.295 -0.092 0.294 0.289
H 3.2891 -0.6309 0.7648 -0.049 0.941 -0.483 0.063
H 4.0045 1.0333 0.6734 -1.302 -1.259 -0.915 -0.464
H 1.8913 1.5017 -1.0174 -0.437 -0.662 1.014 0.385
H 1.8178 1.7577 0.7856 0.005 -0.804 -0.821 0.411
H -3.6540 -2.3040 1.0406 0.734 -0.951 -0.488 0.342
H -3.6097 -2.6915 -0.7137 1.052 0.087 0.902 0.391
C -3.4009 -3.5037 4.9311 0.394 -0.035 -0.103 -0.340
C -4.7826 -3.2327 5.3195 0.093 0.009 0.035 0.277
N -5.8701 -3.0196 5.6227 0.205 -0.010 -0.046 -0.462
H -3.2862 -4.5148 4.5365 -0.195 0.060 0.000 0.186
H -3.0590 -2.8136 4.1574 -0.153 -0.022 0.014 0.028
H -2.7194 -3.4058 5.7781 -0.210 0.043 0.070 0.335
C -4.5565 1.8628 -5.8934 0.062 0.116 -0.163 -0.434
C -5.1594 0.5966 -5.4815 0.046 0.029 -0.071 0.189
N -5.6336 -0.3991 -5.1575 0.073 0.154 -0.021 -0.401
H -3.4682 1.8317 -5.8217 -0.094 -0.126 0.096 0.314
H -4.8062 2.1092 -6.9266 -0.087 -0.125 0.079 0.307
H -4.8974 2.6896 -5.2731 -0.051 -0.204 0.004 -0.032
C -6.9841 -5.3605 3.6022 0.166 0.074 0.231 -0.372
C -7.9685 -5.6270 2.5554 0.068 -0.040 0.026 0.223
N -8.7422 -5.8366 1.7325 0.127 0.044 0.131 -0.366
H -5.9749 -5.2833 3.1925 -0.139 -0.027 -0.169 -0.006
H -7.1955 -4.4262 4.1231 -0.124 -0.066 -0.138 0.233
H -6.9713 -6.1541 4.3512 -0.148 -0.030 -0.142 0.282
C 6.5116 3.4200 1.7017 -0.010 0.342 -0.041 -0.924
C 6.2420 2.0706 1.2120 0.273 0.042 -0.015 0.482
N 6.0298 1.0087 0.8259 0.620 0.406 0.310 -0.457
H 7.5422 3.5240 2.0437 -0.051 -0.278 -0.038 0.376
H 6.3513 4.1684 0.9223 -0.077 -0.216 -0.114 0.406
H 5.8633 3.6810 2.5406 0.066 -0.316 -0.231 0.144
C 6.4545 2.1924 5.4713 -0.124 0.005 0.586 -0.696
C 7.4120 1.7556 4.4601 -0.038 -0.029 0.130 0.433
N 8.1675 1.4118 3.6655 -0.074 0.123 0.141 -0.429
H 6.3865 3.2802 5.5163 0.160 -0.397 -0.126 0.202
H 5.4515 1.8143 5.2665 0.130 -0.020 -0.179 0.231
H 6.7353 1.8416 6.4666 0.164 -0.171 -0.175 0.335
C 6.2836 7.3010 4.0631 0.109 0.378 -0.040 -0.902
C 5.9221 5.8944 4.2154 0.000 0.097 0.062 0.475
N 5.6381 4.7870 4.3355 -0.182 0.863 -0.068 -0.512
H 7.3246 7.4778 4.3385 -0.055 -0.213 0.021 0.271
H 6.1572 7.6364 3.0324 -0.054 -0.210 0.024 0.279
H 5.6657 7.9425 4.6933 -0.056 -0.215 0.021 0.314
C -5.1484 5.4706 -3.1853 -0.259 0.111 0.255 -0.848
C -4.1755 5.0097 -4.1730 0.008 0.107 0.051 0.410
N -3.4116 4.6473 -4.9505 -0.046 0.123 0.207 -0.364
H -5.2115 6.5598 -3.1651 0.132 -0.073 -0.150 0.304
H -6.1482 5.0900 -3.4014 0.138 -0.059 -0.142 0.283
H -4.8837 5.1403 -2.1795 0.138 -0.069 -0.147 0.270
C -1.0677 0.3167 7.2286 -0.016 -0.046 -0.315 -0.555
C -1.0383 0.3141 8.6897 -0.033 0.025 -0.052 0.227
N -1.0151 0.3120 9.8381 0.007 -0.001 -0.191 -0.351
H -0.4189 -0.4544 6.8135 -0.005 0.035 0.220 0.171
H -2.0743 0.1339 6.8480 -0.004 0.009 0.213 0.269
H -0.7356 1.2735 6.8228 0.015 -0.012 0.199 0.276
C -1.6958 3.7882 -8.8649 0.368 -0.116 0.000 -0.644
C -3.0855 4.1043 -8.5475 0.107 0.045 0.007 0.455
N -4.1788 4.3531 -8.2968 0.101 -0.087 -0.105 -0.463
H -1.5920 2.7644 -9.2330 -0.178 0.208 0.157 0.052
H -1.2999 4.4530 -9.6349 -0.201 0.050 0.043 0.327
H -1.0525 3.8870 -7.9886 -0.230 0.071 0.068 0.288
C -2.7067 1.7097 -12.6046 -0.212 0.107 -0.312 -0.772
C -1.9107 1.3345 -11.4387 -0.025 -0.089 -0.104 0.432
N -1.2855 1.0393 -10.5209 -0.119 -0.020 -0.278 -0.468
H -3.2072 0.8442 -13.0415 0.114 -0.050 0.178 0.283
H -3.4786 2.4360 -12.3440 0.110 -0.061 0.177 0.266
H -2.0875 2.1566 -13.3840 0.116 -0.060 0.172 0.268
C -0.4301 -6.3591 3.5257 -0.371 0.132 0.118 -0.347
C 0.8970 -6.7055 3.0220 -0.052 0.020 0.025 0.178
N 1.9402 -6.9780 2.6259 -0.171 0.051 0.063 -0.376
H -0.3890 -6.0149 4.5608 0.218 -0.057 -0.067 0.285
H -0.8877 -5.5624 2.9358 0.172 -0.059 -0.088 -0.075
H -1.1065 -7.2150 3.4948 0.187 -0.046 -0.094 0.332

---

| no. | F_max (eV/Å) |
| --- | --- |
| 1 | 5.12 |
| 2 | 1.75 |
| 3 | 10.22 |
| 4 | 5.54 |
| 5 | 3.07 |